No. 1
{"formula": "C50H132N6O26", "method": "ωB97M-V/def2-TZVPD", "elements": ["C", "O", "C", "C", "N", "C", "C", "O", "C", "H", "H", "H", "H", "H", "H", "H", "H", "H", "H", "H", "H", "H", "H", "H", "C", "O", "C", "C", "N", "C", "C", "O", "C", "H", "H", "H", "H", "H", "H", "H", "H", "H", "H", "H", "H", "H", "H", "H", "C", "O", "C", "C", "N", "C", "C", "O", "C", "H", "H", "H", "H", "H", "H", "H", "H", "H", "H", "H", "H", "H", "H", "H", "C", "O", "C", "C", "N", "C", "C", "O", "C", "H", "H", "H", "H", "H", "H", "H", "H", "H", "H", "H", "H", "H", "H", "H", "C", "O", "C", "C", "N", "C", "C", "O", "C", "H", "H", "H", "H", "H", "H", "H", "H", "H", "H", "H", "H", "H", "H", "H", "C", "O", "C", "C", "N", "C", "C", "O", "C", "H", "H", "H", "H", "H", "H", "H", "H", "H", "H", "H", "H", "H", "H", "H", "C", "C", "O", "O", "H", "H", "H", "H", "H", "H", "C", "C", "O", "O", "H", "H", "H", "H", "H", "H", "C", "C", "O", "O", "H", "H", "H", "H", "H", "H", "C", "C", "O", "O", "H", "H", "H", "H", "H", "H", "C", "C", "O", "O", "H", "H", "H", "H", "H", "H", "C", "C", "O", "O", "H", "H", "H", "H", "H", "H", "C", "C", "O", "O", "H", "H", "H", "H", "H", "H"], "xyz": [[4.838, -0.561, -7.046], [3.501, -0.193, -7.316], [3.241, 1.058, -7.994], [1.730, 1.394, -8.086], [1.119, 1.489, -6.811], [-0.281, 1.655, -7.032], [-0.924, 2.203, -5.740], [-1.135, 1.298, -4.662], [0.010, 1.025, -3.796], [5.290, -0.967, -7.951], [4.856, -1.366, -6.311], [5.385, 0.324, -6.722], [3.633, 1.028, -9.010], [3.859, 1.762, -7.437], [1.208, 0.645, -8.681], [1.559, 2.281, -8.697], [1.215, 0.595, -6.350], [-0.778, 0.727, -7.314], [-0.465, 2.383, -7.822], [-1.950, 2.500, -5.955], [-0.404, 3.121, -5.464], [0.734, 0.368, -4.278], [-0.332, 0.501, -2.903], [0.594, 1.878, -3.451], [2.108, -2.290, 9.191], [1.206, -1.893, 8.144], [1.798, -0.995, 7.199], [0.754, -0.498, 6.125], [0.123, -1.704, 5.607], [-1.084, -1.394, 4.844], [-1.678, -2.657, 4.174], [-1.832, -3.669, 5.202], [-2.531, -4.848, 4.708], [1.702, -3.138, 9.742], [2.500, -1.492, 9.821], [3.026, -2.751, 8.825], [2.595, -1.553, 6.707], [2.137, -0.198, 7.861], [1.339, -0.057, 5.318], [0.195, 0.275, 6.654], [-0.051, -2.347, 6.366], [-0.777, -0.613, 4.149], [-1.889, -1.013, 5.473], [-0.970, -2.967, 3.406], [-2.646, -2.496, 3.699], [-2.189, -5.605, 5.414], [-2.275, -5.298, 3.749], [-3.601, -4.739, 4.886], [6.010, 6.205, -4.751], [4.967, 5.941, -3.770], [5.435, 5.659, -2.474], [4.230, 5.524, -1.465], [3.447, 6.722, -1.404], [2.573, 6.774, -0.200], [1.303, 5.863, -0.379], [1.715, 4.585, -0.067], [0.858, 3.518, -0.558], [6.695, 5.398, -5.012], [6.425, 7.140, -4.375], [5.500, 6.346, -5.704], [6.176, 6.420, -2.229], [5.909, 4.681, -2.405], [4.700, 5.470, -0.483], [3.704, 4.622, -1.779], [2.884, 6.690, -2.242], [2.321, 7.760, 0.192], [3.189, 6.438, 0.634], [1.022, 5.924, -1.430], [0.388, 6.150, 0.139], [-0.189, 3.483, -0.258], [1.300, 2.595, -0.182], [0.866, 3.447, -1.646], [-2.819, -0.368, -8.621], [-2.120, -1.190, -7.665], [-1.957, -2.585, -7.911], [-0.719, -2.871, -7.100], [-0.807, -2.542, -5.661], [-1.876, -3.187, -4.924], [-2.065, -2.336, -3.591], [-3.156, -2.947, -2.811], [-3.624, -2.198, -1.725], [-3.817, -0.802, -8.689], [-2.313, -0.293, -9.584], [-3.074, 0.624, -8.250], [-1.775, -2.724, -8.976], [-2.719, -3.273, -7.544], [0.147, -2.341, -7.498], [-0.544, -3.944, -7.180], [-1.129, -1.587, -5.723], [-1.597, -4.223, -4.736], [-2.762, -3.281, -5.552], [-2.361, -1.313, -3.828], [-1.182, -2.391, -2.954], [-2.766, -2.036, -1.073], [-4.426, -2.716, -1.200], [-4.011, -1.191, -1.878], [2.773, -2.530, -1.041], [1.547, -2.948, -0.524], [1.627, -4.209, 0.172], [0.237, -4.501, 0.777], [-0.612, -5.338, -0.090], [-1.123, -4.664, -1.273], [-1.921, -5.677, -2.069], [-1.068, -6.783, -2.584], [-0.034, -6.438, -3.502], [3.509, -2.355, -0.257], [2.581, -1.613, -1.598], [3.229, -3.337, -1.616], [2.370, -4.090, 0.961], [1.867, -5.031, -0.501], [-0.353, -3.631, 1.064], [0.435, -4.926, 1.761], [-0.136, -6.172, -0.402], [-0.335, -4.133, -1.807], [-1.742, -3.839, -0.922], [-2.406, -5.243, -2.944], [-2.722, -6.106, -1.468], [-0.414, -5.973, -4.412], [0.523, -7.334, -3.777], [0.732, -5.767, -3.112], [-1.415, 3.308, 2.835], [-2.125, 3.907, 3.877], [-1.539, 3.809, 5.172], [-2.555, 3.218, 6.174], [-2.840, 1.746, 5.919], [-4.204, 1.412, 6.427], [-4.431, -0.165, 6.579], [-4.546, -0.769, 5.329], [-4.853, -2.148, 5.546], [-2.019, 3.115, 1.949], [-1.074, 2.327, 3.169], [-0.577, 3.941, 2.546], [-0.992, 4.710, 5.452], [-0.693, 3.122, 5.201], [-3.468, 3.802, 6.291], [-2.186, 3.284, 7.198], [-2.707, 1.472, 4.956], [-5.013, 1.888, 5.872], [-4.256, 1.858, 7.419], [-5.398, -0.246, 7.076], [-3.675, -0.705, 7.147], [-5.930, -2.285, 5.635], [-4.216, -2.732, 6.211], [-4.751, -2.800, 4.678], [2.239, 3.186, 3.826], [3.363, 4.142, 3.423], [4.555, 3.794, 4.089], [2.511, 1.771, 3.561], [1.319, 3.533, 3.355], [2.103, 3.310, 4.900], [3.047, 5.171, 3.591], [3.426, 3.980, 2.347], [4.549, 2.834, 4.056], [3.235, 1.490, 4.124], [-3.719, -4.254, 1.531], [-4.713, -4.917, 0.584], [-6.080, -4.428, 0.932], [-3.735, -2.804, 1.345], [-2.676, -4.567, 1.479], [-4.168, -4.474, 2.499], [-4.662, -6.006, 0.569], [-4.459, -4.646, -0.441], [-5.994, -3.514, 1.214], [-2.829, -2.487, 1.340], [4.092, -0.967, 2.644], [5.267, -1.863, 2.113], [6.582, -1.427, 2.527], [3.801, -1.311, 4.040], [3.258, -1.203, 1.982], [4.297, 0.093, 2.495], [5.184, -2.091, 1.050], [5.131, -2.835, 2.586], [6.491, -1.210, 3.458], [3.245, -2.094, 4.032], [-2.491, 2.845, -2.245], [-3.477, 3.787, -1.527], [-4.491, 3.031, -0.825], [-3.048, 2.248, -3.397], [-2.300, 2.056, -1.517], [-1.495, 3.211, -2.492], [-3.978, 4.471, -2.211], [-2.936, 4.387, -0.795], [-5.106, 2.695, -1.481], [-2.343, 1.758, -3.827], [-4.114, 1.134, 2.427], [-5.457, 0.494, 1.987], [-5.341, -0.541, 0.971], [-3.343, 0.301, 3.270], [-4.314, 1.932, 3.143], [-3.529, 1.504, 1.586], [-6.066, 1.290, 1.557], [-6.125, 0.235, 2.808], [-4.655, -1.176, 1.185], [-3.897, -0.171, 3.897], [5.296, 2.322, 0.325], [4.082, 1.424, 0.004], [4.450, 0.073, -0.281], [6.203, 2.609, -0.795], [5.854, 1.812, 1.110], [4.989, 3.324, 0.626], [3.509, 1.787, -0.849], [3.428, 1.416, 0.877], [4.846, 0.065, -1.156], [6.459, 1.813, -1.265], [0.650, -0.295, 1.163], [-0.521, -0.824, 0.276], [-1.598, -1.147, 1.136], [0.289, 0.891, 1.814], [1.575, -0.214, 0.592], [0.872, -1.070, 1.897], [-0.328, -1.642, -0.418], [-0.917, -0.061, -0.395], [-1.768, -0.411, 1.728], [0.963, 1.160, 2.441]], "forces_ev_per_a": [[-0.5, 0.5, -0.8], [-1.6, -0.2, -0.1], [0.6, -0.6, 0.2], [1.8, -1.0, -0.5], [0.2, 0.2, 0.3], [-1.4, 0.4, 1.8], [-1.1, 0.3, -1.1], [2.5, -0.6, 0.6], [-0.1, -0.5, -0.4], [0.3, 0.1, -0.2], [-0.2, 0.3, 0.2], [0.4, -0.1, 0.2], [0.1, -0.1, -0.2], [-0.4, 0.8, 0.0], [0.2, -0.7, -0.3], [0.4, 0.5, 0.4], [0.5, -0.1, 0.2], [-0.1, -0.2, -0.1], [0.0, 0.2, 0.0], [-0.1, 0.1, -0.2], [0.3, -0.1, 0.5], [-0.1, -0.1, -0.2], [-0.4, 0.0, -0.1], [-0.4, 0.6, -0.3], [0.3, -0.6, -1.0], [0.0, -0.5, 0.7], [-0.6, -0.2, 0.2], [2.0, -1.4, 1.6], [-0.3, 0.5, -0.2], [-0.5, -1.0, 0.3], [0.7, 0.2, 0.6], [-0.3, -0.2, -1.8], [0.9, 0.0, 2.2], [-0.7, 0.6, 0.2], [-0.7, 0.4, 0.2], [0.3, 0.1, -0.8], [0.4, 0.3, -0.1], [0.6, 0.6, -0.7], [0.0, 0.4, 0.0], [-0.9, -0.1, -0.3], [-0.3, 0.0, 0.0], [-0.5, -0.1, -0.4], [0.0, 0.5, 0.2], [0.1, -0.5, -0.1], [0.0, 0.4, 0.0], [-0.2, -0.2, 0.2], [0.1, 0.9, -0.4], [-0.1, 0.1, -0.5], [-1.8, 0.4, 0.7], [0.1, -0.8, -1.2], [-0.6, -0.4, 0.6], [2.3, 0.8, -0.9], [-1.1, 0.6, 0.6], [-0.5, -0.7, -0.3], [0.9, 1.4, -0.4], [-1.0, -2.4, 0.1], [1.1, -0.1, 0.2], [0.3, -0.2, 1.0], [0.9, -0.1, -0.6], [-0.2, 0.5, 0.2], [-0.1, 0.2, 0.6], [0.4, -0.2, -0.3], [0.0, -0.8, 0.0], [-0.2, -0.2, 0.4], [-0.3, 0.7, -0.1], [-0.2, 0.5, -1.0], [-0.1, -0.6, 0.0], [0.0, 0.0, -0.5], [0.1, 0.2, 0.6], [-0.1, 0.7, 0.5], [0.0, 0.0, 0.1], [0.2, 0.4, -0.3], [-1.0, -1.3, 0.7], [-0.7, 1.3, -0.1], [1.0, 1.1, 0.0], [0.6, -1.4, 0.6], [0.0, 0.8, -0.9], [0.2, 0.3, 0.9], [-1.9, -2.0, -0.1], [0.2, 0.3, -1.8], [0.7, 0.5, 0.7], [-0.1, -0.2, -0.8], [0.0, -0.2, 0.0], [0.9, 0.0, 0.5], [0.0, -0.4, -0.1], [-0.8, 0.5, -0.3], [0.0, 0.0, -0.1], [0.4, -0.2, 0.0], [0.3, 0.7, 0.3], [0.1, 0.1, 0.5], [-0.7, 0.4, 0.5], [0.2, 0.2, -0.1], [0.3, 0.3, -0.3], [-0.1, 0.0, 0.7], [0.3, -0.3, -0.2], [-0.1, 0.2, -0.9], [0.3, -0.4, 0.2], [-0.3, -0.9, 0.3], [-1.3, 1.6, 0.2], [0.2, -0.6, -0.4], [0.2, 0.1, 0.9], [-0.1, 0.1, 0.8], [1.0, -0.3, -1.7], [-0.2, 0.5, 0.8], [-0.2, 0.2, 0.2], [-0.1, 0.4, 0.3], [0.3, -0.2, -0.1], [-0.1, 0.1, -0.7], [0.3, -0.2, 0.1], [0.4, 0.0, -0.2], [0.3, 0.6, -0.5], [-0.2, -0.8, -0.1], [0.2, -0.2, 0.2], [0.2, -0.3, -0.6], [-0.5, -0.1, -0.1], [0.1, 0.3, 0.1], [0.4, -0.4, 0.1], [-0.2, 0.0, -0.1], [-0.4, -0.3, 0.1], [-0.1, 0.3, 0.4], [0.5, -0.5, 0.2], [-0.7, 0.4, 0.7], [-0.1, -1.1, 0.1], [0.2, -0.8, 0.0], [-0.6, 1.4, 1.0], [1.7, -1.5, 0.1], [-0.4, 2.7, 0.3], [0.1, -1.8, -0.4], [-0.8, -1.0, -1.6], [-0.4, 0.4, 0.2], [0.3, -0.1, -0.2], [0.3, 0.0, -0.2], [-0.8, 0.7, 0.3], [0.0, -0.7, -0.5], [-0.3, 0.2, -0.9], [0.7, -0.1, 0.0], [-0.2, 0.2, -0.3], [-0.2, -0.2, -0.4], [0.0, -0.3, 0.2], [-0.1, -0.2, 0.4], [0.3, 0.5, 0.3], [-0.1, 0.3, 1.2], [-0.1, 0.8, 0.9], [0.6, 0.9, -1.0], [0.2, 0.3, 1.0], [-1.0, -1.4, -0.8], [-0.1, 0.4, 0.0], [-0.4, 1.5, -0.6], [0.0, -0.7, -0.3], [-0.2, -0.2, 0.2], [0.3, 0.0, 0.3], [0.5, 0.4, -0.4], [0.6, -0.1, 0.0], [-0.2, -0.3, 0.3], [-0.8, 0.7, 0.1], [-0.6, 1.5, -0.3], [1.7, -1.4, -0.5], [-0.6, -1.4, 0.2], [-0.2, -0.5, -0.2], [0.5, 0.1, 0.4], [-0.4, 0.0, 0.7], [-0.2, 0.3, -0.2], [0.2, 0.3, -0.1], [0.4, 0.4, -0.1], [0.8, -1.8, -0.4], [-0.2, 0.0, 1.5], [-0.8, 0.2, -0.9], [0.4, 1.1, -1.2], [-0.4, 0.0, 0.2], [0.1, 0.0, 0.6], [0.5, 0.8, 0.0], [-0.3, -0.3, 0.1], [0.1, 0.0, 0.2], [-0.2, -0.1, 0.0], [-0.4, -0.7, 0.3], [-0.1, -0.6, -0.4], [0.8, 0.5, -0.1], [-1.6, 1.0, 0.8], [0.1, -0.2, 0.5], [0.0, 0.9, 0.1], [0.2, 0.1, -0.2], [-0.1, -0.1, 0.2], [0.0, -0.1, -0.1], [0.3, -0.3, -0.4], [-1.5, -0.4, 1.3], [0.5, 0.3, -1.3], [-0.6, 1.3, 0.8], [1.8, -0.8, -1.4], [-0.7, 1.0, -0.8], [-0.1, -0.3, 0.0], [0.3, 0.2, -0.6], [0.5, -0.8, 0.6], [0.2, -0.3, 0.4], [-0.4, -0.2, 0.4], [0.4, -0.3, -1.2], [0.6, 0.5, -0.4], [0.1, 0.2, 0.3], [-1.0, -0.1, 0.6], [0.1, 0.2, 0.2], [-0.2, -0.2, 0.2], [-0.1, 0.4, 0.0], [0.0, -0.1, 0.1], [0.0, -0.1, -0.1], [0.0, -0.3, 0.2], [0.0, -1.4, -0.9], [-0.1, 1.4, 0.5], [-0.1, -1.0, 0.0], [-0.8, 0.4, -0.5], [0.1, 0.3, -0.4], [-0.2, -0.3, 0.2], [0.5, -0.3, 0.8], [0.4, 0.7, -0.1], [-0.2, 0.3, 0.4], [0.4, -0.2, 0.2]], "total_charge": 0, "fmax_ha_per_bohr": 0.0568, "homo_ha": -0.3098}



No. 2
{"formula": "C37H34N4O7PbS", "method": "ωB97M-V/def2-TZVPD", "elements": ["Pb", "O", "C", "N", "C", "C", "C", "C", "C", "C", "N", "C", "O", "C", "C", "C", "C", "C", "N", "C", "C", "C", "C", "C", "N", "H", "H", "H", "H", "H", "H", "H", "H", "H", "H", "H", "H", "O", "C", "O", "H", "O", "C", "O", "S", "C", "C", "C", "C", "C", "C", "C", "C", "C", "C", "C", "C", "C", "C", "H", "H", "H", "H", "H", "H", "H", "H", "H", "H", "H", "H", "H", "H", "C", "C", "C", "O", "H", "H", "H", "H", "H", "H", "H"], "xyz": [[0.427, 1.532, 0.251], [3.494, 4.451, 1.605], [2.642, 3.587, 1.448], [1.950, 3.303, 0.337], [2.206, 4.088, -0.792], [2.262, 5.479, -0.718], [2.507, 6.239, -1.846], [2.669, 5.629, -3.081], [2.598, 4.251, -3.181], [2.387, 3.482, -2.044], [2.326, 2.077, -2.174], [1.271, 1.373, -3.163], [1.498, 1.590, -4.366], [1.614, -0.077, -2.769], [1.054, -1.245, -3.251], [1.610, -2.447, -2.852], [2.755, -2.454, -2.051], [3.297, -1.259, -1.644], [2.698, -0.124, -2.000], [2.312, 2.684, 2.608], [2.856, 2.993, 3.851], [2.597, 2.166, 4.926], [1.817, 1.037, 4.715], [1.303, 0.814, 3.451], [1.538, 1.617, 2.422], [2.114, 5.954, 0.239], [2.573, 7.314, -1.756], [2.863, 6.221, -3.963], [2.704, 3.749, -4.130], [0.188, -1.186, -3.892], [1.160, -3.383, -3.151], [3.209, -3.384, -1.746], [4.176, -1.148, -1.025], [3.462, 3.882, 3.930], [2.989, 2.390, 5.906], [1.609, 0.340, 5.512], [0.656, -0.024, 3.243], [-1.401, 0.387, 1.980], [-1.997, 1.470, 1.905], [-1.630, 2.465, 1.246], [-2.943, 1.591, 2.477], [4.068, 1.332, -0.817], [3.135, 1.236, -1.564], [0.511, -1.199, -0.139], [-0.736, -1.720, 0.501], [-0.062, -2.555, 2.000], [-0.998, -3.537, 2.603], [-2.241, -3.105, 3.054], [-3.122, -4.000, 3.629], [-2.767, -5.332, 3.772], [-1.527, -5.766, 3.335], [-0.646, -4.873, 2.749], [-1.137, -3.289, -0.434], [-2.574, -3.577, -0.145], [-3.498, -2.542, -0.266], [-4.822, -2.735, 0.076], [-5.246, -3.975, 0.526], [-4.344, -5.020, 0.611], [-3.014, -4.824, 0.279], [0.111, -1.722, 2.679], [0.889, -2.990, 1.697], [-2.498, -2.061, 2.953], [-4.086, -3.660, 3.976], [-3.450, -6.031, 4.232], [-1.240, -6.800, 3.455], [0.330, -5.210, 2.423], [-0.471, -4.095, -0.135], [-0.973, -3.046, -1.483], [-3.162, -1.579, -0.621], [-5.521, -1.916, -0.009], [-6.278, -4.126, 0.805], [-4.678, -5.992, 0.943], [-2.317, -5.645, 0.359], [-1.039, 2.564, -4.628], [-1.019, 2.482, -3.105], [-0.980, 3.875, -2.478], [0.000, 1.624, -2.548], [-1.933, 3.105, -4.930], [-1.052, 1.569, -5.070], [-0.159, 3.081, -4.998], [-1.941, 1.979, -2.773], [-0.077, 4.406, -2.764], [-1.015, 3.796, -1.391], [-1.841, 4.445, -2.818]], "forces_ev_per_a": [[-0.5, 0.1, -0.2], [0.1, 0.1, 0.2], [-0.1, 0.0, -0.3], [-0.1, 0.0, 0.1], [0.1, 0.1, -0.4], [0.0, 0.0, -0.1], [-0.1, 0.0, 0.0], [0.0, 0.0, -0.1], [0.1, 0.0, -0.1], [0.1, 0.4, 0.3], [-0.3, -0.2, 0.1], [0.3, -0.4, 0.3], [-0.2, 0.2, -0.5], [0.0, 0.0, -0.3], [0.0, -0.1, 0.2], [0.0, 0.4, 0.0], [0.1, 0.2, 0.0], [0.2, -0.5, 0.3], [-0.6, 0.0, -0.3], [0.4, 0.2, 0.6], [-0.1, 0.0, -0.1], [-0.1, -0.1, -0.2], [0.0, 0.0, -0.1], [-0.1, -0.3, 0.3], [0.2, 0.3, 0.1], [0.0, 0.0, 0.0], [0.0, 0.1, 0.0], [0.0, 0.0, -0.1], [0.0, -0.1, -0.1], [0.0, 0.0, 0.0], [0.0, -0.1, -0.1], [0.1, 0.0, 0.0], [0.0, 0.0, 0.0], [0.0, 0.0, 0.0], [0.1, 0.0, 0.1], [-0.1, 0.0, 0.1], [0.0, 0.0, 0.1], [0.4, -0.5, 0.4], [-0.8, 0.2, 0.6], [0.6, 0.6, -0.5], [0.1, -0.1, -0.1], [0.3, 0.0, 0.3], [0.4, 0.1, -0.2], [0.5, 0.4, -0.1], [0.4, -1.9, -0.3], [-0.3, 0.4, -0.2], [-0.1, -0.2, 0.3], [0.0, 0.0, 0.1], [-0.1, 0.0, 0.1], [0.0, -0.1, 0.0], [0.0, -0.1, 0.0], [0.1, 0.2, -0.1], [0.0, 0.6, 0.4], [-0.3, -0.2, -0.1], [0.0, -0.1, 0.0], [-0.1, 0.1, 0.0], [-0.1, 0.0, 0.0], [0.0, -0.1, -0.1], [0.0, 0.0, -0.1], [0.1, 0.0, 0.0], [0.0, 0.0, -0.1], [-0.1, 0.2, 0.0], [-0.1, 0.1, 0.0], [-0.1, -0.1, 0.0], [0.0, -0.1, 0.0], [0.0, 0.0, 0.0], [0.1, 0.0, 0.0], [0.1, 0.1, 0.0], [-0.1, 0.1, 0.0], [-0.1, 0.0, 0.0], [-0.1, 0.0, 0.0], [0.0, -0.1, 0.0], [0.1, 0.0, 0.1], [0.1, -0.1, 0.2], [-0.3, 0.2, -0.2], [0.1, -0.5, 0.0], [-0.1, 0.1, -0.2], [-0.1, 0.0, 0.0], [0.0, 0.0, -0.1], [-0.1, 0.0, -0.1], [0.2, 0.2, -0.1], [0.1, 0.1, 0.0], [-0.1, 0.1, 0.1], [-0.1, 0.1, 0.0]], "total_charge": 0, "fmax_ha_per_bohr": 0.0379, "homo_ha": -0.2858}



no.,energy (hartree),Kohn-Sham gap (eV)
1,-4268.46993,8.4
2,-2767.13772,7.2